1.
This record from the OMol25 dataset describes a cluster of 5 separate species, C24H55NO12P in total. The level of theory is the ωB97M-V functional and the def2-TZVPD basis.

CARTESIAN COORDINATES (ANGSTROEM)
C -0.72623 -0.70954 -2.99173
C -0.00344 -0.58552 -1.65345
C -0.24621 0.74422 -0.93222
P 1.28850 1.56875 -0.08635
C 1.61379 0.05511 1.07376
C 3.08921 -0.35895 1.13508
C 3.62258 -1.21017 -0.02971
C 4.53106 -0.46339 -1.02941
C 4.07005 -0.54377 -2.45163
N 4.94446 0.24352 -3.35899
H -0.14632 -0.20328 -3.76236
H -0.83505 -1.75226 -3.28237
H -1.71943 -0.27558 -2.93493
H 1.05536 -0.79954 -1.78728
H -0.38773 -1.38208 -1.01488
H -0.58972 1.47019 -1.67458
H -1.07288 0.61829 -0.23816
H 0.36545 2.17792 0.91680
H 2.43026 2.24081 0.56461
H 2.17525 1.01777 -1.11856
H 1.10249 2.78163 -0.91921
H 0.98875 -0.81444 0.86416
H 1.34522 0.40026 2.07109
H 3.70410 0.52648 1.26244
H 3.21038 -0.94833 2.04557
H 4.22824 -2.00522 0.39993
H 2.81428 -1.69868 -0.56936
H 4.59973 0.57909 -0.73094
H 5.54344 -0.86384 -0.99006
H 3.05380 -0.17888 -2.54981
H 4.06170 -1.58241 -2.78471
H 5.02725 1.17667 -2.96187
H 4.41532 0.38770 -4.21502
C -3.03453 -1.45261 5.03024
C -1.74102 -0.68509 4.85014
O -1.75448 0.13467 3.67829
C -2.45562 1.26481 3.76171
O -3.04302 1.66782 4.73897
O -2.36641 1.88826 2.59226
C -3.10363 3.10324 2.49897
H -3.25215 -2.04239 4.13829
H -2.96166 -2.12427 5.88642
H -3.87356 -0.77921 5.19670
H -0.91415 -1.37654 4.69845
H -1.51068 -0.07517 5.72436
H -2.83238 3.78708 3.30055
H -4.17450 2.90029 2.52581
H -2.83835 3.54264 1.54185
C -7.83980 -0.30694 9.13339
C -7.69204 -0.80934 7.71256
O -6.60508 -1.73607 7.57580
C -6.82176 -2.96165 8.04716
O -7.84319 -3.36845 8.54202
O -5.71530 -3.68215 7.84416
C -5.78494 -5.02263 8.33308
H -6.90236 0.13067 9.47900
H -8.62008 0.45257 9.18230
H -8.10460 -1.11523 9.81295
H -7.44010 0.01569 7.04961
H -8.61200 -1.26637 7.34773
H -6.64333 -5.54509 7.91690
H -5.83823 -5.02573 9.42079
H -4.87012 -5.51269 8.01278
C 3.21844 8.40292 -4.41677
C 3.77070 7.26005 -3.58912
O 2.75040 6.57944 -2.85426
C 1.98171 5.74658 -3.56901
O 2.11424 5.50889 -4.74583
O 1.09048 5.20630 -2.75196
C 0.17183 4.30555 -3.37863
H 2.66124 9.09450 -3.78268
H 4.03199 8.94641 -4.89906
H 2.54385 8.03779 -5.18898
H 4.45343 7.64422 -2.83284
H 4.31944 6.54715 -4.20509
H 0.69871 3.52307 -3.91833
H -0.48055 4.86144 -4.05342
H -0.41491 3.84931 -2.58795
C 2.20139 -2.84478 -4.96113
C 3.38203 -2.87775 -5.90617
O 3.94895 -4.19641 -6.02884
C 3.27384 -5.05117 -6.78815
O 2.28192 -4.81794 -7.43157
O 3.92138 -6.22474 -6.76587
C 3.28536 -7.25733 -7.51798
H 2.48327 -3.23840 -3.98376
H 1.84603 -1.82235 -4.83404
H 1.37421 -3.44685 -5.33466
H 4.18869 -2.26023 -5.51485
H 3.12027 -2.50029 -6.89482
H 3.12159 -6.94619 -8.54752
H 2.33709 -7.53162 -7.05786
H 3.95840 -8.11016 -7.49797

Charge: -1
Molecular weight, g/mol: 580.67
2S+1: 1
Strongest force on any atom, eV/Å: 0.935
Relative energy (zero: lowest compared OMol25 entry of this formula, charge and spin), kcal/mol: 0.00
E_HOMO, hartree: -0.120

2.
This record from the OMol25 dataset describes a structure of composition C24H56B2F8N8O8Sr in a non-equilibrium geometry. The level of theory is the ωB97M-V functional and the def2-TZVPD basis.

CARTESIAN COORDINATES (ANGSTROEM)
Sr -0.91476 -1.35764 0.29047
B 0.96918 0.77261 -0.96946
F 1.31591 -0.57979 -1.30092
F 1.86348 1.66477 -1.59507
F -0.41108 0.96459 -1.16598
F 1.20130 0.90792 0.48512
B -3.00684 -1.73694 -1.86111
F -3.13624 -0.58684 -0.87563
F -4.00646 -1.67598 -2.84305
F -1.64323 -1.60509 -2.31308
F -3.08790 -2.96088 -1.08228
C -4.01418 2.60052 -0.38920
C -4.42843 3.47901 0.78373
O -4.17219 4.67083 0.79943
N -5.15502 2.87075 1.76049
C -5.91251 3.75127 2.69981
H -4.33367 1.56938 -0.29037
H -2.92570 2.62183 -0.45274
H -4.45153 3.04898 -1.27849
H -5.62466 2.01122 1.55319
H -6.11098 3.16051 3.59695
H -6.88401 4.00177 2.27129
H -5.28478 4.60922 2.97204
C -3.41621 0.46377 3.28889
C -2.17389 1.01165 2.72721
O -1.59432 0.46708 1.79266
N -1.53446 2.01576 3.33632
C -0.29420 2.65853 2.84312
H -4.17960 0.49001 2.51505
H -3.84723 1.01813 4.13320
H -3.23339 -0.57121 3.59399
H -2.04656 2.68454 3.89493
H 0.48727 1.92456 2.54983
H 0.07606 3.33424 3.63667
H -0.40856 3.28941 1.96595
C 1.37583 4.20607 -3.48553
C 0.58350 5.42348 -3.01822
O 0.52741 6.45969 -3.67870
N -0.13033 5.34341 -1.88838
C -0.21649 4.13838 -1.05778
H 2.36462 4.08595 -3.02144
H 1.60386 4.23211 -4.56658
H 0.84370 3.31581 -3.15167
H -0.81813 6.05123 -1.73345
H 0.69513 3.55111 -0.98118
H -1.01408 3.41949 -1.30376
H -0.39383 4.48316 -0.03410
C 2.05772 -4.86416 0.12035
C 0.83964 -4.40832 -0.65117
O -0.04303 -3.65947 -0.19041
N 0.76013 -4.93654 -1.88676
C -0.33699 -4.62857 -2.81426
H 2.68730 -3.99100 0.30638
H 2.66539 -5.65124 -0.35282
H 1.69722 -5.30043 1.04724
H 1.46684 -5.58063 -2.19374
H 0.07622 -4.09105 -3.66999
H -1.10562 -4.04162 -2.31717
H -0.80339 -5.53256 -3.15973
C 4.63045 2.77846 -0.38064
C 5.33950 1.42923 -0.33574
O 6.51530 1.21883 -0.02554
N 4.51257 0.39590 -0.69458
C 4.95743 -0.97805 -0.89909
H 5.05240 3.18094 -1.32116
H 4.97391 3.46571 0.40932
H 3.55878 2.63930 -0.44431
H 3.57719 0.65767 -0.98433
H 5.70791 -1.21975 -0.15796
H 5.37512 -1.08897 -1.93127
H 4.13285 -1.66304 -0.78468
C 3.12475 -1.21418 2.54025
C 1.68785 -1.53150 2.83021
O 0.86921 -1.93589 1.99991
N 1.38767 -1.46290 4.12385
C 0.12490 -1.77659 4.79775
H 3.14715 -0.38953 1.81126
H 3.59247 -2.09663 2.08946
H 3.63225 -0.87987 3.46848
H 2.10383 -1.09867 4.72330
H 0.13474 -2.83801 5.07536
H -0.70608 -1.48354 4.18983
H 0.03704 -1.15891 5.68741
C -1.70917 -4.67794 2.67051
C -2.65476 -3.56593 2.25031
O -2.26273 -2.38938 2.13351
N -3.89742 -3.92566 1.92841
C -4.93584 -2.99844 1.55242
H -1.97186 -5.54155 2.05813
H -1.88158 -4.88817 3.73598
H -0.71976 -4.35891 2.37518
H -4.15700 -4.89256 1.99819
H -5.69965 -3.42080 0.90192
H -4.47657 -2.16773 1.01669
H -5.36209 -2.53849 2.44619
C 4.50173 1.61597 -4.08291
C 3.82781 0.53738 -4.89464
O 4.18193 0.06897 -5.97127
N 2.69293 0.09249 -4.32787
C 2.01527 -1.06379 -4.88215
H 4.84274 2.47445 -4.69310
H 5.38698 1.21751 -3.55743
H 3.80440 2.01952 -3.33813
H 2.37794 0.54160 -3.48437
H 1.25189 -1.41448 -4.17656
H 2.76182 -1.87745 -4.99668
H 1.55055 -0.80939 -5.83952

Molecular weight, g/mol: 845.99
2S+1: 1
Strongest force on any atom, eV/Å: 2.361
E_HOMO, hartree: -0.325

3.
This record from the OMol25 dataset describes a cluster of 3 separate species, C24H56FN4O9P2S in total in a non-equilibrium geometry. The level of theory is the ωB97M-V functional and the def2-TZVPD basis.

CARTESIAN COORDINATES (ANGSTROEM)
C -2.21500 -0.27346 -3.63189
C -1.14972 0.47291 -4.44670
C -1.64993 1.84250 -4.92696
C -1.14478 3.02647 -4.07044
C -1.09079 2.73815 -2.55468
N -1.79463 4.29747 -4.42439
C -3.15929 4.35949 -4.33526
N -3.83190 4.81454 -5.36536
N -3.19316 5.16743 -6.55921
N -3.82361 3.96678 -3.18907
S -3.82878 5.22594 -1.98460
C -5.20627 3.44247 -3.33964
C -5.19547 2.07705 -4.03302
C -5.44488 2.09814 -5.51144
O -6.41603 1.65646 -4.53301
C -0.96817 5.48387 -4.38563
F -0.46952 5.70805 -5.67749
C -1.54117 6.79816 -3.88446
C -1.09712 7.09352 -2.43555
H -1.86589 -1.19609 -3.17355
H -3.05027 -0.48759 -4.30151
H -2.54453 0.38585 -2.82574
H -0.93201 -0.14077 -5.32325
H -0.20581 0.57026 -3.91066
H -2.72802 1.87754 -5.09740
H -1.18915 2.00451 -5.90708
H -0.09589 3.12455 -4.35919
H -0.83509 3.67058 -2.04436
H -0.34316 1.98825 -2.31603
H -2.06080 2.40530 -2.18942
H -4.83664 4.92650 -5.33959
H -3.64514 4.68541 -7.33020
H -3.29975 6.16389 -6.71728
H -4.06466 4.46267 -0.89836
H -5.62508 3.25952 -2.35275
H -5.90120 4.06642 -3.90981
H -4.48684 1.34215 -3.65764
H -5.14246 1.20920 -6.04797
H -5.73382 3.03087 -5.97507
H -0.07616 5.25958 -3.79716
H -1.06429 7.58042 -4.47587
H -2.61593 6.94570 -4.01789
H -1.27294 6.24486 -1.77790
H -0.03154 7.31949 -2.44092
H -1.65339 7.94828 -2.05412
O -2.12376 -1.69795 0.34151
P -1.83232 -1.73433 1.79503
O -2.79080 -2.90846 2.40667
C -3.05592 -4.10568 1.67680
C -1.91608 -5.10209 1.73678
O -2.60787 -0.41174 2.34899
C -3.27061 0.48322 1.46854
C -4.70823 0.06527 1.23162
O -0.81270 -1.60463 3.02772
C -0.15921 -2.71469 3.64853
C 1.03788 -3.20130 2.85676
H -3.30693 -3.88159 0.63838
H -3.94596 -4.54621 2.12789
H -0.99465 -4.67268 1.33785
H -2.15761 -5.99264 1.15566
H -1.72300 -5.42064 2.76200
H -2.72492 0.58344 0.52880
H -3.25075 1.46383 1.95089
H -4.77587 -0.96413 0.88036
H -5.18234 0.71774 0.49375
H -5.27755 0.12164 2.16019
H -0.86426 -3.51624 3.86217
H 0.17969 -2.35235 4.61972
H 0.77515 -3.39687 1.81417
H 1.44335 -4.11146 3.29858
H 1.82158 -2.44715 2.85449
O 6.92141 -1.95788 4.93571
P 6.22177 -3.22782 5.23613
O 6.67310 -4.26717 4.05521
C 7.99647 -4.24956 3.52238
C 9.00731 -4.93604 4.41830
O 4.68416 -2.90505 4.81597
C 4.29343 -1.61209 4.36682
C 4.45214 -1.48188 2.86647
O 5.65572 -4.31639 6.28023
C 6.36070 -5.49469 6.67030
C 7.42475 -5.21564 7.71410
H 8.31601 -3.22856 3.30695
H 7.94651 -4.77263 2.56621
H 9.04514 -4.46610 5.40293
H 10.00334 -4.88554 3.97734
H 8.76174 -5.99010 4.55682
H 4.83704 -0.83147 4.89664
H 3.23910 -1.49222 4.62968
H 5.45987 -1.72786 2.53233
H 4.22098 -0.46517 2.54336
H 3.77980 -2.17081 2.35486
H 6.76244 -6.01617 5.80298
H 5.60860 -6.15944 7.09711
H 8.09254 -4.41157 7.39847
H 8.01579 -6.11105 7.90670
H 6.96445 -4.90272 8.65163

Charge: +1
Molecular weight, g/mol: 657.74
2S+1: 1
Strongest force on any atom, eV/Å: 6.119
E_HOMO, hartree: -0.427

4.
This record from the OMol25 dataset describes a structure of composition C24H56N2O9Zr in a non-equilibrium geometry. The level of theory is the ωB97M-V functional and the def2-TZVPD basis.

CARTESIAN COORDINATES (ANGSTROEM)
Zr -0.60741 -1.91580 -1.11073
C 5.00054 -0.46924 3.75657
C 5.41377 0.48863 2.67892
C 6.76064 1.22204 2.91305
C 7.90871 0.46775 2.26008
C 7.87841 -1.04888 1.99538
C 6.61086 -1.30795 1.07173
N 5.56805 -0.20970 1.36351
O 1.35281 -1.94244 -1.88984
C 6.07687 -2.71425 1.32109
C 7.01792 -0.93925 -0.36150
C 4.28571 1.57335 2.57291
H 5.86198 -1.02756 4.13211
H 4.22911 -1.15323 3.39086
H 4.53865 0.04432 4.67240
H 7.10177 1.44241 3.91340
H 6.57123 2.16754 2.43312
H 8.85136 0.63757 2.80561
H 8.09919 0.97395 1.28972
H 7.68466 -1.64443 2.90212
H 8.84092 -1.43236 1.66948
H 5.11869 -2.97897 0.77959
H 5.98769 -2.82315 2.35951
H 6.85600 -3.34341 0.84476
H 7.66477 -1.73855 -0.72508
H 7.65665 -0.08034 -0.35091
H 6.11264 -0.78552 -0.92306
H 4.07017 2.14936 3.47085
H 3.37928 0.97610 2.41647
H 4.46658 2.35030 1.82665
O -0.12238 0.05881 -1.57619
H 12.93804 7.71707 -4.10109
C -1.46992 -3.85254 -3.59542
C -2.54667 -4.24039 -2.71504
O -2.52276 -3.27997 -1.61470
O -0.40959 -3.67523 -2.58089
H -1.62659 -2.91103 -4.07495
H -1.18725 -4.48951 -4.36823
H -2.21103 -5.15855 -2.25228
H -3.53179 -4.32749 -3.21749
H -3.30346 -3.18152 -1.06243
H 0.41570 -4.03486 -2.87135
C 0.25060 4.05855 -0.76276
C 0.20809 4.28358 0.78505
O 1.35329 4.05541 1.61024
O 1.57302 4.05872 -1.16881
H -0.34337 4.83455 -1.20675
H -0.11363 3.04857 -0.87311
H -0.57317 3.63122 1.13742
H -0.13600 5.32446 1.03988
H 2.14883 4.15919 1.07602
H 1.65294 4.26874 -2.12396
C -1.67998 -1.50608 1.83021
C -0.33259 -1.94822 1.72083
O -0.10129 -2.79665 0.56096
O -1.95296 -1.13459 0.38341
H -1.84999 -0.72362 2.61768
H -2.41445 -2.21911 2.14186
H 0.18419 -2.31877 2.63282
H 0.27116 -0.96995 1.59753
H 4.69637 -0.21374 0.85275
H -2.87315 -0.85427 0.39793
C -4.55638 1.01397 1.21911
C -5.51649 0.75019 0.11016
C -5.81124 2.21668 -0.37392
C -6.44833 2.35065 -1.74862
C -5.68529 1.53622 -2.76013
C -5.44831 0.02560 -2.27940
N -4.76166 0.05929 -0.92046
O -4.47399 -1.32401 -0.44692
C -6.78330 -0.70778 -2.40383
C -4.39827 -0.54923 -3.30035
C -6.85877 0.19738 0.68482
H -4.55917 0.13730 1.85828
H -4.83812 1.82086 1.83341
H -3.56771 1.25564 0.86510
H -6.52249 2.68314 0.37852
H -4.89944 2.80195 -0.42008
H -6.36814 3.38171 -2.04561
H -7.51429 2.14926 -1.81391
H -4.74176 1.98113 -3.05559
H -6.23680 1.54233 -3.71457
H -6.69847 -1.78532 -2.01919
H -7.56737 -0.10797 -1.94412
H -7.07588 -0.85606 -3.43071
H -4.66057 -1.56530 -3.58678
H -4.40184 0.03062 -4.19339
H -3.42213 -0.32980 -2.76847
H -7.28175 1.04510 1.24318
H -6.79867 -0.60525 1.49486
H -7.51746 -0.15820 -0.12823
H -5.33435 -1.59120 -0.03103

Charge: +2
Molecular weight, g/mol: 607.94
2S+1: 1
Strongest force on any atom, eV/Å: 5.052
E_HOMO, hartree: -0.442

5.
This record from the OMol25 dataset describes a structure of composition C24H56N7O6P in a non-equilibrium geometry. The level of theory is the ωB97M-V functional and the def2-TZVPD basis.

CARTESIAN COORDINATES (ANGSTROEM)
C -1.07954 -0.53436 4.77706
C -0.68597 0.50379 3.74378
C -0.27688 1.75190 4.48515
C -1.90087 0.84769 2.85519
P -1.69530 0.53638 1.05101
C 0.12931 0.48476 0.72496
C 0.46017 0.61968 -0.70800
N 1.62180 0.53094 -1.08762
H -1.31941 -1.45155 4.28536
H -0.22376 -0.71821 5.39285
H -1.90520 -0.19743 5.36187
H 0.12871 0.06677 3.20295
H 0.70100 1.62606 4.91445
H -0.26490 2.61178 3.85188
H -0.93815 1.94163 5.30188
H -2.77433 0.30383 3.16219
H -2.11556 1.88596 2.95963
H -2.10775 -0.78979 0.79770
H 0.49132 -0.46158 1.07763
H 0.56352 1.25100 1.32984
H -0.28819 0.74459 -1.46269
H 2.17064 0.40259 -0.24470
C 1.34212 -3.89716 5.36423
O 0.66811 -3.07464 4.77471
N 0.99451 -4.48399 6.51535
C 1.84562 -5.45874 7.17217
C -0.27899 -4.12628 7.11961
H 2.32313 -4.23384 4.98760
H 1.31993 -6.41077 7.26343
H 2.11556 -5.10597 8.16891
H 2.75573 -5.61352 6.59600
H -1.09393 -4.35402 6.43246
H -0.30325 -3.05743 7.33204
H -0.41502 -4.68308 8.04182
C -2.22346 3.81408 -3.06669
O -2.34779 3.09863 -2.09308
N -1.54139 3.48914 -4.17496
C -1.44117 4.38303 -5.31287
C -0.88692 2.19501 -4.24439
H -2.67836 4.81779 -3.12060
H -1.86739 3.90115 -6.19393
H -0.39127 4.61923 -5.50657
H -1.98390 5.30444 -5.12536
H -1.63523 1.40855 -4.12655
H -0.15640 2.09612 -3.44079
H -0.38761 2.08456 -5.20209
C -3.67831 6.88925 -7.82192
O -3.77335 6.18480 -6.83656
N -3.01477 6.55781 -8.93776
C -2.94239 7.44496 -10.08230
C -2.34826 5.26545 -8.99912
H -4.14827 7.88582 -7.87830
H -3.37900 6.96117 -10.95774
H -1.90140 7.69283 -10.29749
H -3.48752 8.36320 -9.87989
H -3.07300 4.46294 -8.86138
H -1.60486 5.19364 -8.20544
H -1.86127 5.15011 -9.96224
C 3.41173 -5.30368 7.21426
O 3.15063 -5.90407 8.23779
N 4.07387 -5.81925 6.16968
C 4.34405 -5.04026 4.97458
C 4.52800 -7.19746 6.24358
H 3.11209 -4.25250 7.05675
H 3.87681 -5.52180 4.11112
H 5.41952 -4.97465 4.81131
H 3.94745 -4.03685 5.08085
H 3.67689 -7.86280 6.38960
H 5.20446 -7.32151 7.08908
H 5.04272 -7.46182 5.32470
C 4.45570 -1.80114 3.52715
O 5.28824 -2.01465 4.38449
N 4.55090 -0.85972 2.58162
C 3.49791 -0.66630 1.60702
C 5.73205 -0.01001 2.54638
H 3.51520 -2.37894 3.46619
H 3.89405 -0.80675 0.59905
H 3.09165 0.34396 1.69663
H 2.69886 -1.38425 1.77637
H 6.62474 -0.62005 2.41113
H 5.82905 0.53035 3.48760
H 5.64865 0.69824 1.72759
C -4.06754 1.27238 -7.53054
O -3.53240 1.04231 -8.59613
N -4.30081 0.35868 -6.57681
C -4.94100 0.71008 -5.32302
C -3.89549 -1.01686 -6.81272
H -4.41174 2.28385 -7.25110
H -4.26730 0.48120 -4.49509
H -5.86310 0.13879 -5.20107
H -5.17617 1.77102 -5.30668
H -2.82022 -1.06365 -6.98550
H -4.39864 -1.40668 -7.69753
H -4.15165 -1.62591 -5.95101

Molecular weight, g/mol: 569.73
2S+1: 1
Strongest force on any atom, eV/Å: 16.581
E_HOMO, hartree: -0.272

Number 1: DFT total energy -2246.38115 hartree. Number 2: DFT total energy -2868.20268 hartree. Number 3: DFT total energy -3024.78042 hartree. Number 4: DFT total energy -1780.71696 hartree. Number 5: DFT total energy -2123.64404 hartree.